70
Properties=species:S:1:pos:R:3 method="wB97M-V/def2-TZVPD" lumo_ev=-9.62 relative_energy_ev=0.633 e_homo_ev=-16.02 orbital_gap_ev=6.392 charge=+3 largest_force_ha_per_bohr=0.0256
Ti -0.877 -0.107 -1.095
Br 1.507 0.166 -2.252
C 1.998 1.674 -1.150
C 3.157 2.329 -1.423
C 3.483 3.449 -0.627
C 2.643 3.845 0.373
C 1.441 3.143 0.641
C 0.563 3.551 1.678
C -0.590 2.865 1.941
C -0.925 1.737 1.171
C -0.123 1.301 0.129
C 1.090 2.014 -0.138
H 3.813 2.012 -2.222
H 4.398 3.989 -0.827
H 2.882 4.712 0.976
H 0.823 4.426 2.261
H -1.251 3.186 2.735
H -1.835 1.210 1.434
N -8.081 1.503 -0.241
C -6.985 1.198 -0.399
C -5.614 0.823 -0.591
C -4.936 1.188 -1.752
C -3.614 0.830 -1.879
N -2.949 0.132 -0.933
C -3.623 -0.237 0.178
C -4.942 0.087 0.385
H -5.433 1.736 -2.541
H -3.064 1.112 -2.770
H -3.072 -0.811 0.909
H -5.447 -0.227 1.288
C 3.825 -3.636 1.778
Si 3.747 -4.900 0.478
C 3.064 -6.546 0.794
C 4.347 -4.446 -1.173
As -0.140 -2.070 0.014
Si -1.153 -2.908 -2.039
C 0.014 -4.234 -2.596
C -2.904 -3.454 -1.775
C -1.204 -1.506 -3.362
Si -1.261 -2.833 2.060
C -0.219 -4.336 2.378
C -0.877 -1.419 3.204
C -3.057 -3.271 1.910
H 4.797 -3.135 1.751
H 3.671 -4.052 2.774
H 3.061 -2.873 1.587
H 3.592 -7.300 0.205
H 2.011 -6.575 0.490
H 3.119 -6.808 1.851
H 5.389 -4.112 -1.106
H 3.767 -3.603 -1.561
H 4.294 -5.276 -1.878
H 0.102 -4.994 -1.817
H 1.005 -3.821 -2.796
H -0.344 -4.724 -3.504
H -2.954 -4.431 -1.289
H -3.417 -3.545 -2.736
H -3.458 -2.742 -1.166
H -0.328 -1.527 -4.009
H -1.303 -0.453 -3.037
H -2.089 -1.668 -3.980
H 0.834 -4.061 2.467
H -0.331 -5.052 1.560
H -0.527 -4.832 3.302
H -0.362 -1.802 4.090
H -1.782 -0.916 3.549
H -0.226 -0.676 2.742
H -3.182 -4.311 2.221
H -3.464 -3.188 0.905
H -3.659 -2.655 2.582